1.
Entry from OMol25: a structure of composition C15H35F2N6O10S2V in a non-equilibrium geometry (wB97M-V/def2-TZVPD).

Structure (XYZ):
```
71
C15H35F2N6O10S2V (wB97M-V/def2-TZVPD)
V 12.07016 -9.90740 21.01107
S 11.67834 -7.99376 18.23437
S 11.79341 -10.38778 17.71178
F 11.37753 -11.78882 18.41182
F 12.20567 -7.23229 19.54511
O 10.35216 -7.50837 18.05236
O 13.10800 -10.72762 17.22259
O 10.86517 -8.91602 21.38060
O 7.44075 -13.54338 18.81010
O 10.76611 -10.19742 16.71575
O 10.75981 -11.60326 21.22743
O 13.80400 -8.61320 21.22565
O 13.50880 -11.55565 20.74217
O 12.37846 -10.09667 23.13939
O 12.76961 -7.76030 17.34250
N 11.93963 -9.65416 25.30185
N 11.69686 -9.52352 19.00364
N 7.32498 -11.31718 19.21247
N 15.86586 -8.28432 20.35268
N 15.23002 -13.00204 20.83608
N 8.90345 -12.72767 21.77625
C 14.48545 -12.03800 21.33115
C 16.96623 -7.31500 20.22353
C 7.87254 -10.00461 18.92658
C 16.26351 -13.63599 21.63027
C 12.26665 -9.84571 26.69806
C 8.01564 -13.86236 21.59363
C 8.81229 -12.03831 23.05758
C 14.97713 -13.62595 19.52548
C 15.61616 -9.08626 19.18030
C 6.55415 -11.31784 20.44554
C 10.90305 -8.64502 24.99280
C 7.67880 -12.39076 18.48036
C 14.92184 -8.12302 21.28229
C 12.67002 -10.20061 24.32257
C 9.90977 -12.46165 20.96794
H 7.81174 -12.11893 23.47769
H 6.17030 -12.32116 20.62446
H 8.18766 -14.69561 22.26374
H 13.00384 -10.65069 26.78192
H 8.78738 -9.81946 19.48856
H 13.53389 -10.74969 24.72158
H 15.24950 -8.40422 18.39348
H 7.96820 -9.73487 17.87545
H 17.13453 -6.90907 21.22335
H 14.74904 -11.66952 22.32891
H 8.13010 -12.06729 17.52777
H 16.06771 -14.68466 21.86969
H 8.93380 -10.95484 22.97715
H 9.85994 -13.08333 20.06667
H 16.46959 -13.11467 22.56096
H 5.70751 -10.63530 20.39156
H 14.73893 -9.73421 19.22229
H 17.17629 -13.70483 21.03378
H 12.72454 -8.93573 27.08537
H 11.46344 -10.23107 27.32463
H 7.17201 -9.24759 19.29248
H 7.22716 -10.98472 21.23970
H 15.90652 -13.61686 18.95977
H 7.97483 -14.16270 20.53882
H 11.28331 -7.68993 25.34963
H 6.97898 -13.50927 21.58540
H 14.26695 -13.08257 18.90590
H 17.86809 -7.79364 19.86273
H 16.44148 -9.61599 18.71207
H 10.72436 -8.61771 23.92204
H 10.00244 -8.95901 25.51546
H 15.34885 -7.59974 22.14557
H 9.57849 -12.35638 23.76384
H 14.58965 -14.61767 19.74544
H 16.57945 -6.49801 19.61540
```

Its charge is +1. As for the multiplicity: 2. Its total energy is -98326.665 eV. For the energy above the lowest of the compared OMol25 structures with the same formula, charge and spin, the calculation gives 72.6 kJ/mol. The LUMO energy (alpha / beta) is -3.25 / -2.92 eV. Its frontier orbital gap (alpha / beta) is 0.3002 / 0.3121 Eh.

2.
Entry from OMol25: an isolated molecule of C4H8OS2 in a non-equilibrium geometry (wB97M-V/def2-TZVPD).

Structure (XYZ):
```
15
C4H8OS2 (wB97M-V/def2-TZVPD)
S 1.23203 -1.22514 -1.19127
S -0.21517 1.92893 -2.13335
O -1.47041 -1.91436 0.17871
C -0.39292 1.08081 -0.51857
C 0.67331 1.08770 0.44510
C 0.26589 -0.19932 -0.02039
C -0.54275 -1.19436 0.81315
H 0.21650 -1.84816 1.19777
H 1.94269 -2.02126 -0.29271
H -0.78402 -0.51448 1.76037
H -0.84714 -2.45219 -0.33772
H -1.44163 1.21014 -0.03573
H 0.42601 1.23474 1.49477
H 1.64324 1.50575 0.24850
H -0.70563 3.32119 -1.60861
```

Its total energy is -27992.876 eV. For the energy above the lowest of the compared OMol25 structures with the same formula, charge and spin, the calculation gives 272.6 kJ/mol. The LUMO energy is 0.48 eV. The SMILES is OC[C@]1(S)C[C@H]1S. Its frontier orbital gap is 0.3524 Eh.

3.
Entry from OMol25: a structure of composition C53H34N10O3S3SnTe (wB97M-V/def2-TZVPD).

Structure (XYZ):
```
105
C53H34N10O3S3SnTe (wB97M-V/def2-TZVPD)
Te 1.01254 -2.98373 -2.38456
Sn 1.19651 -0.20304 -0.83435
S 0.19697 -5.29583 -0.10624
S -6.35850 -1.09652 0.10559
S 1.24070 1.05352 -4.40432
O 1.86340 1.78378 -5.49264
O 0.67791 -0.23826 -4.75109
O 2.06476 1.02860 -3.18642
N 2.21441 -2.76312 1.62425
N 3.13722 -1.14286 0.09569
N 1.59159 3.52432 -0.59993
N -1.03684 0.66949 2.13150
N 2.98375 1.54945 -0.58293
N -1.87612 -0.70719 -0.58778
N 4.84603 0.12059 -1.04243
N 0.74543 -0.85543 1.49946
N 0.52626 1.80658 0.70429
N -6.99131 -1.85469 4.56635
C -2.14703 -3.02000 4.38139
C -0.41215 -0.49221 2.14989
C 1.42680 -4.59344 -1.08304
C -4.58834 -0.94346 -0.06976
C -1.00831 4.10850 -2.99508
C -2.51463 3.44405 1.95855
C 1.25778 -6.45032 0.59358
C 6.62508 -2.24047 -0.14464
C 4.38653 -0.90536 -0.35673
C 5.75359 2.55697 -2.75964
C -0.92876 5.14191 0.34045
C -6.53950 -1.42048 1.84037
C 3.68250 3.38383 -1.82437
C 3.15586 -2.26650 0.88441
C -0.09317 -3.86813 3.40235
C 0.61323 3.03406 0.19477
C 4.14047 1.24802 -1.16943
C 4.63348 2.38212 -1.96760
C 0.06178 -2.63234 2.77858
C -7.42541 -2.39787 2.27209
C -4.04911 0.27605 -0.44603
C -6.13136 -0.93011 4.13702
C 5.27978 -1.99638 0.07555
C -0.86863 -1.60722 2.95773
C -1.20995 -4.05285 4.19581
C -2.68216 0.34059 -0.68752
C 7.17370 -3.37453 0.43759
C 4.51002 -2.84189 0.85935
C -0.15865 2.05152 -3.89989
C 1.06416 -2.10234 1.87277
C -3.74771 -2.04069 0.07097
C 5.89481 3.77549 -3.41078
C -2.29977 3.58683 -2.95960
C -2.90664 4.74394 1.68867
C 2.51403 -6.30678 0.08618
C 6.39695 -4.22437 1.23263
C -2.39721 -1.87081 -0.20461
C -0.61008 1.72250 1.45361
C -5.87528 -0.66942 2.80136
C 3.81733 4.60044 -2.46834
C -2.11917 5.58753 0.88908
C 2.60736 -5.25327 -0.86671
C 2.63852 2.83222 -0.94311
C -1.31685 2.99385 1.41007
C -1.97842 -1.78960 3.77653
C 5.05349 -3.96364 1.46168
C -3.45324 4.40446 -2.43974
C 0.05396 3.35309 -3.46496
C -2.49718 2.28603 -3.40949
C -7.61618 -2.56801 3.63528
C 4.93872 4.78383 -3.26678
C -1.43582 1.51561 -3.86804
C -0.53583 3.83419 0.60422
H 5.07092 5.71786 -3.80014
H -8.30452 -3.32680 3.99341
H 3.06226 5.36840 -2.35774
H -2.68357 -0.98470 3.91620
H -3.09784 5.29012 -1.91257
H -5.16386 0.09417 2.51251
H 6.47656 1.76021 -2.87608
H -3.11540 2.78707 2.57600
H -1.57704 0.49129 -4.18915
H 1.06049 3.75324 -3.46923
H 8.21936 -3.60891 0.27666
H 3.35129 -6.92682 0.38185
H -4.10602 4.73262 -3.25328
H -4.06216 3.82711 -1.74045
H -2.45571 6.59968 0.69593
H -1.37276 -5.00721 4.68294
H 4.43449 -4.61136 2.06834
H -4.67215 1.15366 -0.55844
H 3.52140 -4.97768 -1.37528
H 0.63464 -4.65358 3.24310
H 0.91083 -7.16459 1.32440
H -1.70566 -2.70563 -0.14535
H -5.61735 -0.36279 4.90540
H -3.83642 5.12108 2.09918
H -7.95062 -3.01877 1.55847
H -4.13080 -3.01057 0.35988
H -3.49395 1.85604 -3.37611
H -0.83114 5.11370 -2.62722
H -0.31595 5.78076 -0.28337
H 7.21252 -1.56771 -0.75580
H 6.75019 3.94491 -4.05393
H -2.22186 1.27450 -0.99149
H 6.85556 -5.10280 1.67159
H -3.01385 -3.19735 5.00874
```

Its charge is -2. Its total energy is -122192.503 eV. The LUMO energy (alpha / beta) is 3.20 / 3.20 eV. Its frontier orbital gap (alpha / beta) is 0.1710 / 0.1710 Eh.

4.
Entry from OMol25: a cluster of 4 separate species, C18H31BClO7PS3 in total in a non-equilibrium geometry (wB97M-V/def2-TZVPD).

Structure (XYZ):
```
62
C18H31BClO7PS3 (wB97M-V/def2-TZVPD)
Cl -3.14704 1.92208 -2.22218
S -4.24785 4.44777 -4.17146
S 2.92914 -5.64186 -1.14961
S 2.23226 0.74883 4.66191
P -4.24319 -0.57873 -0.65978
O 1.30447 0.16048 3.65577
O -0.31165 2.45177 -1.82809
O -1.80694 -1.78054 0.91359
O 2.53168 1.03917 -1.78965
O -4.45170 -1.90291 0.29227
O 4.25053 -5.57525 -0.47295
O -5.56500 4.26655 -3.50780
C 2.89808 -7.17233 -2.09347
C -3.62461 6.05900 -3.67911
C 1.89457 -2.01170 0.04683
C 0.94953 -1.32012 0.92704
C 0.34356 0.63382 -0.52556
C 2.77364 -2.29697 -0.71136
C 2.85721 -0.61210 5.65157
C 2.51705 1.78698 0.66827
C -4.57124 4.88713 -5.88413
C -0.65425 1.43223 -1.26676
C -2.06880 0.97853 -1.27613
C 1.21110 1.47480 5.94714
C 1.72596 -6.15058 0.08110
C -0.01353 -0.45688 0.16848
C -5.04211 0.75253 0.33923
C -2.46678 -0.09832 -0.58068
C 4.05142 1.69493 0.67401
C -1.45130 -0.85448 0.20824
B 1.84261 1.15512 -0.61259
H -4.40949 1.00215 1.19269
H 0.39679 -2.08345 1.47410
H 3.49177 -1.22455 5.01446
H 1.84653 1.80896 6.76702
H -4.38485 6.81791 -3.86503
H -5.26777 5.72485 -5.92273
H -3.39853 6.01728 -2.61584
H 4.34134 0.64462 0.64396
H 2.15815 2.81908 0.72196
H -5.01098 4.02057 -6.37294
H -3.63295 5.14650 -6.37438
H 3.54990 -2.62545 -1.36074
H 2.14087 1.27047 1.55127
H 4.43140 2.08768 1.61490
H 3.62070 -7.08054 -2.90136
H 1.62958 -5.34199 0.80266
H 2.07456 -7.05398 0.58188
H -2.71512 6.28188 -4.23676
H -4.16344 -1.70842 1.19431
H 0.69048 2.32799 5.51785
H 1.49544 -0.76597 1.68409
H 0.76462 -6.32573 -0.40173
H 3.39268 0.63128 -1.64979
H 4.48145 2.24201 -0.15989
H -5.23814 1.62015 -0.27628
H 1.90154 -7.32057 -2.50951
H -5.95988 0.32145 0.72984
H 2.02349 -1.20829 6.02225
H 3.44460 -0.21682 6.48006
H 0.48708 0.73968 6.29823
H 3.17135 -8.00773 -1.44865
```

Its total energy is -88491.256 eV. The LUMO energy is -1.21 eV. Its frontier orbital gap is 0.2644 Eh.

The highest total energy belongs to which entry? C4H8OS2